1.
Entry from the OMol25 dataset: a structure of composition C21H28BCaN9O (ωB97M-V/def2-TZVPD).

- ΔE to the lowest compared entry with this formula, charge and spin: 0.0 kcal per mole
- Kohn-Sham gap: 9.16 eV
- Electronic energy: -56808.8046 eV
- Molecular weight: 473.4 g mol⁻¹
- E_LUMO: -0.11 eV
- HOMO level: -9.27 eV

Geometry as XYZ:
```
61
C21H28BCaN9O, DFT ωB97M-V/def2-TZVPD
Ca -0.58395 -0.32289 -0.10306
C 3.10381 -1.72642 -3.19367
C 2.58380 -2.17027 -1.82669
C 3.23148 -3.48282 -1.38947
C 2.80162 -1.09480 -0.80283
C 4.01693 -0.57227 -0.34248
C 3.64912 0.38949 0.57335
N 2.31169 0.43327 0.65015
N 1.78004 -0.49290 -0.20667
B 1.49025 1.40255 1.54026
N 0.61968 0.61912 2.57825
C 0.73645 0.72124 3.90990
C -0.10070 -0.19499 4.50761
C -0.72293 -0.84999 3.43756
N -0.28288 -0.36430 2.28212
C -1.74427 -1.95520 3.47555
C -1.20543 -3.16015 4.24716
C -2.21104 -2.35910 2.08319
N 0.64731 2.38383 0.65878
C 0.75819 3.71884 0.65456
C -0.01197 4.23111 -0.36813
C -0.56523 3.10536 -0.99017
N -0.16435 1.99884 -0.37052
C -1.50201 3.02168 -2.16654
C -1.70946 4.38833 -2.80985
C -1.01323 2.00906 -3.19992
H 2.88729 -2.47830 -3.95376
H 2.65079 -0.78440 -3.50513
H 4.18598 -1.58149 -3.16545
H 1.50337 -2.33135 -1.90745
H 4.31701 -3.37805 -1.33021
H 2.87407 -3.79713 -0.40820
H 3.01294 -4.27770 -2.10386
H 5.01388 -0.85330 -0.63320
H 4.24054 1.05304 1.18252
H 2.25970 2.06896 2.17139
H 1.41393 1.44364 4.33424
H -0.24672 -0.35941 5.56081
H -2.60889 -1.56398 4.02237
H -0.32553 -3.57414 3.74982
H -0.91511 -2.89006 5.26253
H -1.96228 -3.94320 4.30746
H -1.37454 -2.70274 1.46731
H -2.91696 -3.18822 2.13477
H -2.72180 -1.54160 1.56792
H 1.37783 4.20743 1.38839
H -0.14544 5.26550 -0.62906
H -2.47160 2.68130 -1.78589
H -0.77044 4.78641 -3.20148
H -2.41316 4.30995 -3.63863
H -2.11107 5.11124 -2.09894
H -0.03630 2.29659 -3.59503
H -0.92167 1.00012 -2.79411
H -1.71323 1.95067 -4.03502
O -1.89091 -1.62689 -1.34720
N -2.68180 -0.60516 -1.19557
C -3.92721 -0.79202 -1.52499
C -4.81707 0.31996 -1.39017
N -5.53167 1.21329 -1.28046
C -4.38897 -2.05211 -2.02703
N -4.75782 -3.06348 -2.42712
```

2.
Entry from the OMol25 dataset: the ion C4H8ClFN3 with charge +1 (ωB97M-V/def2-TZVPD).

- ΔE to the lowest compared entry with this formula, charge and spin: 66.2 kcal per mole
- Net charge: +1
- Kohn-Sham gap (spin up / spin down): 7.38 / 8.45 eV
- Electronic energy: -23976.1352 eV
- Molecular weight: 152.6 g mol⁻¹
- E_LUMO (spin up / spin down): -7.25 / -6.12 eV
- HOMO level (spin up / spin down): -14.63 / -14.57 eV

Geometry as XYZ:
```
17
C4H8ClFN3, DFT ωB97M-V/def2-TZVPD
C 0.48667 1.54698 -0.07753
C 0.76347 0.05361 0.30277
C -0.54673 -0.79192 0.34327
C -0.40175 -2.08030 -0.46260
N -0.55579 1.99258 -0.59098
N 1.64404 2.25191 0.06445
N -1.71560 0.02173 -0.07765
F 1.61716 0.00536 1.41751
Cl -3.03609 0.36751 0.84744
H 1.47050 -0.18769 -0.56073
H -0.75375 -0.91994 1.50078
H -1.42309 -2.54760 -0.62686
H 0.22433 -2.77664 -0.08357
H 0.00395 -1.64910 -1.46939
H 2.38822 1.68173 0.57261
H 1.67772 3.27552 0.00440
H -1.84323 -0.24374 -1.10392
```